# 1
{
  "formula": "C4H12O",
  "method": "ωB97M-V/def2-TZVPD",
  "homo_ev": -10.106,
  "charge": 0,
  "lumo_energy_ev": 0.94,
  "smiles": "CCO.CC",
  "e_above_lowest_ev": 2.621,
  "elements": ["C", "C", "H", "H", "H", "H", "H", "H", "C", "C", "O", "H", "H", "H", "H", "H", "H"],
  "coordinates": [[1.11260, -2.52382, -0.60422], [0.84328, -1.04116, -1.01401], [2.00808, -3.02538, -0.86102], [1.14602, -2.43336, 0.57695], [0.52504, -3.30436, -0.99581], [0.75616, -0.74961, -1.97763], [1.51142, -0.37017, -0.38789], [-0.19754, -0.97291, -0.57747], [-1.01441, 1.48483, 0.05738], [-0.35900, 2.29055, 1.23213], [-1.37006, 0.27125, 0.63013], [-2.02759, 1.98572, -0.27891], [-0.22608, 1.13013, -0.82684], [0.06799, 3.27119, 1.07607], [-2.01412, -0.09372, 0.07362], [0.46926, 1.79011, 1.71164], [-1.23103, 2.29069, 2.16589]],
  "forces_ev_per_angstrom": [[1.1238, 1.5930, 2.5323], [-0.9064, -1.6904, 4.7450], [1.9933, 0.5095, -0.3213], [-0.4715, -0.8853, -2.3632], [-2.1827, -0.3671, -0.0605], [0.3568, 0.5574, -3.2816], [-0.7896, -0.6736, -1.0129], [1.2986, 0.5921, -0.5087], [1.0053, 0.8034, -1.0587], [-2.6876, -0.6281, 2.1007], [0.3946, -0.1962, 1.9205], [2.3823, -0.4543, 0.0441], [-2.0124, 1.9631, 1.7837], [-0.6482, 0.4762, -0.5411], [-1.4641, -1.1113, -1.0082], [0.1701, -0.8667, -0.1953], [2.4378, 0.3783, -2.7750]],
  "lowdin_charge": [-0.1602, -0.1629, 0.0268, 0.1129, 0.0339, 0.0138, 0.0936, 0.0517, -0.3395, -0.0983, -0.1319, 0.1379, 0.1310, 0.0451, 0.0559, 0.0430, 0.1472]
}

# 2
{
  "formula": "C39H47N5",
  "method": "ωB97M-V/def2-TZVPD",
  "homo_ev": -12.220,
  "charge": 2,
  "lumo_energy_ev": -6.95,
  "elements": ["C", "N", "C", "C", "C", "C", "C", "C", "C", "C", "C", "C", "C", "C", "C", "C", "C", "N", "C", "C", "C", "C", "C", "C", "C", "C", "C", "C", "C", "H", "H", "H", "H", "H", "H", "H", "H", "H", "H", "H", "H", "H", "H", "H", "H", "H", "H", "H", "H", "H", "H", "H", "H", "H", "C", "C", "C", "C", "N", "C", "C", "N", "C", "C", "C", "C", "C", "N", "C", "H", "H", "H", "H", "H", "H", "H", "H", "H", "H", "H", "H", "H", "H", "H", "H", "H", "H", "H", "H", "H", "H"],
  "coordinates": [[4.98880, 0.03161, -5.64771], [4.74686, 1.19049, -4.79816], [5.21915, 2.44737, -5.26390], [4.66082, 3.03962, -6.40709], [5.11162, 4.29361, -6.83352], [6.17127, 4.93009, -6.17161], [6.76927, 4.30938, -5.06684], [6.29828, 3.07944, -4.60542], [3.76609, 1.05307, -3.79610], [4.06247, 0.38223, -2.58865], [3.07968, 0.14616, -1.65487], [1.71995, 0.48916, -1.90536], [0.71734, 0.22541, -0.93132], [-0.69080, 0.30578, -1.16912], [-1.55100, 0.87986, -0.18914], [-2.87202, 1.17001, -0.48195], [-3.45265, 0.69663, -1.67846], [-4.79048, 0.95881, -1.97593], [-5.52195, -0.03469, -2.76290], [-5.34601, 2.27229, -1.98755], [-5.50928, 2.92680, -3.22492], [-6.15663, 4.15929, -3.29524], [-6.69382, 4.73797, -2.13547], [-6.54666, 4.08383, -0.90498], [-5.86020, 2.86789, -0.81892], [-2.64768, -0.01854, -2.59980], [-1.28568, -0.14641, -2.38622], [1.44349, 1.19021, -3.11813], [2.44567, 1.48062, -4.02345], [4.84324, -0.88267, -5.06194], [4.28889, 0.03307, -6.49525], [6.01350, 0.07904, -6.03272], [3.85802, 2.51475, -6.93297], [4.63196, 4.76875, -7.68750], [6.52252, 5.90797, -6.51061], [7.60786, 4.78914, -4.55422], [6.75392, 2.57618, -3.74654], [5.09462, 0.08950, -2.39743], [3.33381, -0.33070, -0.70729], [1.05689, 0.15911, 0.10936], [-1.12754, 1.19567, 0.76583], [-3.48523, 1.75371, 0.21234], [-6.59459, 0.13604, -2.61255], [-5.29788, 0.05456, -3.83517], [-5.24992, -1.03609, -2.40518], [-5.11074, 2.44719, -4.12254], [-6.24136, 4.65827, -4.25957], [-7.21535, 5.69544, -2.19652], [-6.97042, 4.52658, 0.00133], [-5.74337, 2.34735, 0.13727], [-3.07337, -0.37258, -3.53530], [-0.66217, -0.59939, -3.16121], [0.43303, 1.53784, -3.32553], [2.21930, 2.02755, -4.93824], [-2.09785, -0.98300, 9.91575], [-1.98837, -2.16894, 8.96104], [-0.73445, -2.12338, 8.10220], [-0.57474, -3.30303, 7.11827], [-0.81048, -2.96976, 5.70504], [-2.05859, -2.91875, 5.08442], [-1.86304, -2.43602, 3.84139], [-0.50036, -2.20331, 3.69845], [0.15538, -1.66664, 2.49653], [0.75581, -2.77562, 1.64536], [1.69529, -3.76382, 2.36049], [2.60048, -4.28034, 1.22584], [2.44665, -3.26359, 0.06961], [1.56791, -2.23237, 0.59843], [0.11683, -2.56239, 4.83023], [-2.95983, -1.09752, 10.57586], [-1.20494, -0.88872, 10.54109], [-2.22969, -0.04602, 9.36700], [-1.98262, -3.10689, 9.52820], [-2.88022, -2.20293, 8.32526], [-0.68731, -1.16273, 7.57262], [0.14220, -2.15589, 8.76318], [0.45403, -3.67557, 7.16779], [-1.27567, -4.10823, 7.36964], [-2.96517, -3.23594, 5.56807], [-2.57015, -2.24249, 3.05467], [-0.61748, -1.12911, 1.93233], [0.93404, -0.96069, 2.82221], [-0.10356, -3.35010, 1.23285], [2.29894, -3.19440, 3.08064], [1.17173, -4.55703, 2.90437], [3.64426, -4.33647, 1.54607], [2.28498, -5.27660, 0.89399], [3.40269, -2.82541, -0.25193], [2.01582, -3.76083, -0.81775], [1.07128, -1.72339, -0.12324], [1.18467, -2.53639, 5.00891]],
  "forces_ev_per_angstrom": [[0.0451, -0.0250, 0.0219], [0.2403, -0.4010, 0.8981], [0.1248, 1.0669, -0.3137], [0.1465, 0.1794, 0.4251], [0.2165, -0.1327, 0.1250], [-0.2564, -0.3261, 0.1097], [-0.0742, 0.0246, -0.0454], [-0.5610, -0.2613, -0.2786], [0.0234, -0.1923, -0.5244], [0.0647, -0.1049, 0.0028], [0.0188, -0.0720, 0.1636], [0.0712, -0.1773, -0.1261], [-0.4616, 1.5085, -0.4980], [0.2561, -0.5251, -0.0334], [-0.3167, 0.2157, -0.1113], [0.5125, 0.1853, 0.4250], [-0.9058, 0.5967, -0.6123], [1.0867, -0.9159, 0.2820], [0.1398, 0.0476, -0.2391], [-0.7778, 1.2341, 0.3948], [0.2590, -0.2543, 0.4663], [-0.0457, -0.0794, 0.3566], [0.2690, -0.3513, -0.0424], [0.1421, 0.1266, -0.0881], [0.1059, -0.2362, -0.5194], [0.6375, -0.1768, 0.0947], [-0.3625, 0.2015, -0.0172], [-0.0461, -0.0258, -0.1487], [-0.2347, 0.2795, 0.2893], [0.1042, 0.0810, -0.2020], [0.1204, -0.1939, 0.0382], [-0.2263, -0.1382, 0.1123], [0.2303, 0.2680, 0.1116], [0.1811, -0.0919, 0.1512], [-0.1139, -0.3836, 0.1085], [-0.3153, -0.1600, -0.2108], [-0.1554, 0.2532, -0.3036], [-0.2685, 0.0503, -0.0685], [-0.0619, 0.0742, -0.1927], [-0.0696, 0.0451, -0.3464], [-0.1023, -0.0119, -0.2190], [0.2795, -0.3458, -0.2498], [0.3209, -0.0997, -0.0350], [-0.1824, -0.1642, 0.1257], [-0.1600, 0.2234, -0.1885], [-0.1594, 0.2396, 0.2085], [-0.0551, -0.0915, 0.2618], [0.1540, -0.3533, 0.0591], [0.1782, -0.1587, -0.3540], [-0.1764, 0.2250, -0.3445], [0.0510, 0.0250, 0.2547], [-0.2004, 0.0737, 0.3219], [0.2197, -0.0847, 0.0919], [0.0532, -0.1048, 0.2468], [-0.0068, -0.0031, -0.0259], [-0.2160, -0.1893, 0.0554], [0.3334, 0.1377, -0.0466], [0.1853, -0.0998, 0.2886], [-0.3774, 0.1333, -0.5828], [0.6449, 0.0413, 0.4201], [0.5434, 0.0996, -0.1279], [-0.2656, -0.1078, 0.1123], [0.2412, 0.0854, 0.2427], [-0.9171, -0.9637, -0.1779], [0.1449, 0.5750, -0.0138], [0.1394, -0.1069, -0.1393], [0.1654, -0.4619, -0.4375], [0.4828, 0.8109, -0.0534], [-0.7869, 0.1148, 0.1995], [0.0946, 0.0004, -0.0493], [-0.0928, -0.0262, -0.0673], [0.0661, -0.0668, 0.0341], [-0.0334, 0.0853, -0.0080], [0.0148, -0.0041, -0.0243], [0.0726, -0.1722, -0.0516], [-0.1824, 0.1245, -0.1043], [-0.3092, -0.1464, -0.0245], [0.3065, 0.0732, -0.0534], [0.0531, 0.0295, 0.1346], [0.0724, 0.0275, -0.0622], [0.2302, -0.0137, 0.1827], [-0.2141, -0.1902, -0.1516], [0.1749, 0.0029, 0.1698], [-0.0002, -0.1356, -0.0761], [0.0556, 0.1498, -0.1976], [-0.2292, -0.1415, -0.0004], [0.1445, 0.2357, 0.1331], [-0.2173, -0.1473, 0.1867], [0.0778, 0.1154, 0.2648], [-0.0974, -0.5655, 0.2023], [-0.2614, 0.1146, 0.0148]],
  "lowdin_charge": [-0.0246, -0.1349, -0.2477, -0.0264, -0.0685, -0.0703, -0.0728, -0.0088, -0.1750, 0.0245, 0.0045, -0.1948, 0.0576, -0.2223, -0.0087, 0.0225, -0.1748, -0.0919, -0.0327, -0.2383, -0.0167, -0.0620, -0.0645, -0.0681, -0.0220, 0.0196, -0.0026, 0.0166, 0.0373, 0.0935, 0.0904, 0.1042, 0.1134, 0.1084, 0.1119, 0.1115, 0.1158, 0.1331, 0.1160, 0.1217, 0.1222, 0.1178, 0.1115, 0.0887, 0.1018, 0.1181, 0.1127, 0.1136, 0.1126, 0.1103, 0.1198, 0.1315, 0.1233, 0.1286, -0.1005, -0.2780, -0.1897, -0.0989, -0.0318, 0.0196, 0.0106, -0.0294, -0.0686, -0.3528, -0.1313, -0.1349, -0.1867, -0.0364, -0.0032, 0.0799, 0.0814, 0.0777, 0.1169, 0.1062, 0.1218, 0.1225, 0.1322, 0.1390, 0.1430, 0.1399, 0.1214, 0.1479, 0.1609, 0.1104, 0.1207, 0.1145, 0.1164, 0.1074, 0.1208, 0.0726, 0.1724]
}

# 3
{
  "formula": "C4H7N3O",
  "method": "ωB97M-V/def2-TZVPD",
  "homo_ev": -8.558,
  "charge": 0,
  "lumo_energy_ev": 0.03,
  "e_above_lowest_ev": 10.223,
  "elements": ["C", "C", "C", "C", "H", "H", "H", "H", "H", "H", "H", "N", "N", "N", "O"],
  "coordinates": [[0.73775, 0.74102, 0.44290], [-0.28843, -0.23850, -0.05593], [-0.24114, -1.38790, 0.67429], [-1.13966, 0.11737, -1.26427], [2.94001, 1.74026, 1.41155], [3.79175, 0.09351, 1.48860], [0.52829, 2.05339, 0.42747], [0.53955, -1.32582, 1.53318], [-0.87447, -2.19165, 0.10861], [-0.79640, 1.14447, -1.70371], [-4.35366, -0.44676, -1.77952], [2.85707, 0.42561, 1.63870], [1.73049, -0.08046, 0.81228], [-2.19527, -0.68033, -1.45361], [-3.23587, 0.03580, -2.28055]],
  "forces_ev_per_angstrom": [[1.4158, -0.1857, -0.0017], [0.1912, 0.2224, 0.2111], [-1.4485, -0.1148, -1.8894], [-1.3326, -1.1094, 1.0913], [-0.1294, -5.1352, 1.0429], [-0.0259, -0.7807, -1.0453], [1.1992, -4.1955, 0.3264], [-2.3085, -1.2839, -1.4891], [1.4093, 0.7627, 2.0285], [-1.5497, -1.8826, 0.2952], [5.3932, 2.0265, -2.2968], [-2.9657, 6.1175, -1.3164], [2.4730, 4.5885, 0.5588], [0.8124, 4.1737, -0.3762], [-3.1338, -3.2033, 2.8606]],
  "lowdin_charge": [-0.1580, -0.3424, 0.0466, -0.1120, 0.1903, 0.0162, 0.1922, 0.0985, 0.1000, 0.1411, 0.2705, -0.0469, -0.1292, -0.0195, -0.2472]
}

Number 3 is which compound?
C4H7N3O

Copy entry 3 word for word.
{
  "formula": "C4H7N3O",
  "method": "ωB97M-V/def2-TZVPD",
  "homo_ev": -8.558,
  "charge": 0,
  "lumo_energy_ev": 0.03,
  "e_above_lowest_ev": 10.223,
  "elements": ["C", "C", "C", "C", "H", "H", "H", "H", "H", "H", "H", "N", "N", "N", "O"],
  "coordinates": [[0.73775, 0.74102, 0.44290], [-0.28843, -0.23850, -0.05593], [-0.24114, -1.38790, 0.67429], [-1.13966, 0.11737, -1.26427], [2.94001, 1.74026, 1.41155], [3.79175, 0.09351, 1.48860], [0.52829, 2.05339, 0.42747], [0.53955, -1.32582, 1.53318], [-0.87447, -2.19165, 0.10861], [-0.79640, 1.14447, -1.70371], [-4.35366, -0.44676, -1.77952], [2.85707, 0.42561, 1.63870], [1.73049, -0.08046, 0.81228], [-2.19527, -0.68033, -1.45361], [-3.23587, 0.03580, -2.28055]],
  "forces_ev_per_angstrom": [[1.4158, -0.1857, -0.0017], [0.1912, 0.2224, 0.2111], [-1.4485, -0.1148, -1.8894], [-1.3326, -1.1094, 1.0913], [-0.1294, -5.1352, 1.0429], [-0.0259, -0.7807, -1.0453], [1.1992, -4.1955, 0.3264], [-2.3085, -1.2839, -1.4891], [1.4093, 0.7627, 2.0285], [-1.5497, -1.8826, 0.2952], [5.3932, 2.0265, -2.2968], [-2.9657, 6.1175, -1.3164], [2.4730, 4.5885, 0.5588], [0.8124, 4.1737, -0.3762], [-3.1338, -3.2033, 2.8606]],
  "lowdin_charge": [-0.1580, -0.3424, 0.0466, -0.1120, 0.1903, 0.0162, 0.1922, 0.0985, 0.1000, 0.1411, 0.2705, -0.0469, -0.1292, -0.0195, -0.2472]
}